DFT (wB97M-V/def2-TZVPD) results for a molecular structure, C6H10O5Yb at a distorted geometry.

Geometry as XYZ:
```
22
Properties=species:S:1:pos:R:3:forces:R:3
O 0.26470 -0.89083 3.88675 0.33 0.36 -2.15
C 0.33947 -0.60763 2.71821 -1.27 -2.54 1.10
C 0.59437 0.80972 2.23820 0.60 2.22 -1.40
O 0.54750 0.96087 0.84823 0.44 -0.68 1.24
C -0.74949 1.06382 0.31254 -1.02 0.23 -0.10
C -0.68671 1.26131 -1.18076 0.20 0.36 -0.33
O -0.04754 0.16162 -1.85705 -0.42 -0.12 0.34
C 1.30875 0.40642 -2.26571 0.49 0.31 -0.12
H -0.10758 1.49033 2.75136 -0.02 -0.42 0.06
H 1.61025 1.08251 2.56424 -0.11 -0.30 0.04
H -1.28550 1.92602 0.74728 0.12 -0.23 -0.07
H -1.34956 0.16238 0.53958 0.18 0.02 0.09
H -1.70505 1.33261 -1.58262 0.17 0.16 0.18
H -0.13870 2.17788 -1.43132 -0.20 -0.13 0.05
H 1.68405 -0.51133 -2.73201 0.01 0.17 0.11
H 1.31781 1.21763 -3.00353 0.10 -0.19 0.18
H 1.91325 0.66013 -1.38805 -0.05 -0.08 -0.29
O -1.92900 -2.75540 -0.25289 -0.54 0.56 1.13
C -0.81212 -3.19856 0.08688 -0.23 -0.05 -1.76
O 0.09402 -3.39908 -0.74683 0.94 -0.02 0.82
Yb -0.94948 -1.91184 -2.13963 -0.27 -0.79 -0.53
H 0.08654 -1.43859 1.88715 0.56 1.14 1.41
```
Forces are in eV/Å.

HOMO level (alpha / beta) = -15.9 / -16.2 eV
multiplicity = 3
LUMO (alpha / beta) = -8.75 / -12.52 eV
F_max = 3.04 eV Å⁻¹
⟨S²⟩ = 2.013
charge = +2
orbital gap (alpha / beta) = 7.12 / 3.65 eV